1.
A molecular structure, C42H41O4P2STc. Source: the Open Molecules 2025 dataset; level of theory: ωB97M-V with the def2-TZVPD basis set.

Each line ends with the natural charge from an NBO analysis.
Geometry (Å):
Tc 0.7401 1.1372 1.2189  1.04
C 0.1972 4.6309 4.5863  -0.60
C 0.0694 4.1828 3.1157  -0.28
C 0.4994 5.3134 2.1803  -0.62
C 0.8726 2.9106 2.9649  0.10
C 2.0695 2.8433 2.2141  -0.24
C 2.8573 1.6897 2.2310  -0.20
C 2.5608 0.5964 3.0865  0.05
C 3.5511 -0.5101 3.2776  -0.66
C 1.3413 0.6323 3.7516  -0.13
C 0.4825 1.7428 3.6365  -0.23
H -0.3914 5.5370 4.7335  0.25
H 1.2389 4.8616 4.8320  0.23
H -0.1675 3.8774 5.2890  0.22
H -0.9806 3.9340 2.9341  0.23
H 1.4898 5.6955 2.4514  0.23
H -0.1992 6.1452 2.2779  0.26
H 0.5176 5.0221 1.1271  0.20
H 2.4147 3.7114 1.6719  0.29
H 3.7850 1.6842 1.6728  0.28
H 4.0323 -0.7903 2.3381  0.25
H 3.1024 -1.3917 3.7308  0.25
H 4.3388 -0.1519 3.9485  0.28
H 1.0615 -0.1903 4.4033  0.26
H -0.4568 1.7459 4.1771  0.28
O -0.8111 -0.1468 1.0956  -1.05
P -1.5526 -1.0161 0.0425  2.00
C -0.4152 -1.3482 -1.3124  -1.21
P 1.2981 -1.4550 -0.7679  2.02
O 1.6120 -0.0801 -0.0892  -1.02
C 2.2902 -1.6049 -2.2081  -0.53
C 1.8659 -2.3872 -3.2909  -0.12
C 2.7104 -2.5574 -4.3754  -0.21
C 3.9633 -1.9508 -4.3809  -0.14
C 4.3793 -1.1698 -3.3079  -0.18
C 3.5484 -0.9951 -2.2160  -0.16
C 1.5092 -2.8347 0.3207  -0.52
C 1.7393 -4.0981 -0.2362  -0.10
C 1.8238 -5.2068 0.5920  -0.20
C 1.6903 -5.0600 1.9682  -0.14
C 1.4740 -3.8038 2.5242  -0.20
C 1.3763 -2.6926 1.7027  -0.18
C -2.9281 -0.1386 -0.6453  -0.42
C -3.0572 0.1579 -2.0061  -0.21
C -4.1891 0.8252 -2.4573  -0.19
C -5.1823 1.1940 -1.5596  -0.15
C -5.0570 0.9007 -0.2042  -0.19
C -3.9390 0.2277 0.2553  -0.18
C -2.1044 -2.5063 0.8069  -0.51
C -2.2159 -2.5608 2.1991  -0.17
C -2.7465 -3.6963 2.7919  -0.18
C -3.1551 -4.7662 2.0031  -0.15
C -3.0455 -4.7084 0.6182  -0.20
C -2.5274 -3.5760 0.0141  -0.11
H -0.4553 -0.4931 -1.9904  0.31
H -0.7138 -2.2489 -1.8562  0.32
H 0.8862 -2.8569 -3.3042  0.21
H 2.3921 -3.1594 -5.2183  0.25
H 4.6192 -2.0844 -5.2327  0.25
H 5.3551 -0.6983 -3.3251  0.25
H 3.8723 -0.3866 -1.3779  0.22
H 1.8841 -4.2179 -1.3050  0.23
H 2.0100 -6.1849 0.1641  0.25
H 1.7609 -5.9293 2.6122  0.25
H 1.3772 -3.7006 3.6011  0.23
H 1.1855 -1.7170 2.1330  0.20
H -2.3015 -0.1370 -2.7271  0.22
H -4.3044 1.0385 -3.5138  0.24
H -6.0719 1.6974 -1.9197  0.25
H -5.8434 1.1800 0.4868  0.25
H -3.8548 -0.0223 1.3105  0.23
H -1.8962 -1.7223 2.8078  0.22
H -2.8463 -3.7483 3.8698  0.24
H -3.5704 -5.6515 2.4706  0.25
H -3.3761 -5.5422 0.0097  0.25
H -2.4749 -3.5284 -1.0714  0.21
O -1.4579 3.4346 -6.4544  -0.62
C -0.6035 2.7021 -5.7249  0.75
O 0.1817 1.9693 -6.2398  -0.51
C -0.6648 2.7777 -4.2065  -0.05
C 0.3004 2.0017 -3.5391  -0.18
C 0.3317 1.9551 -2.1749  -0.16
C -0.6299 2.6949 -1.4358  -0.26
S -0.7239 2.6783 0.2543  0.39
C -1.5928 3.4934 -2.1014  -0.13
C -1.5924 3.5276 -3.4791  -0.19
H -2.0232 4.0203 -5.9438  0.49
H 1.0191 1.4590 -4.1417  0.27
H 1.0956 1.3823 -1.6636  0.22
H -2.3198 4.0648 -1.5329  0.25
H -2.3345 4.1473 -3.9680  0.24

* 2S+1: 4
* HOMO energy (alpha / beta): -16.62 / -16.63 eV
* HOMO-LUMO gap (alpha / beta): 7.2 / 5.7 eV
* <S²>: 3.7951
* total charge: +3
* LUMO energy (alpha / beta): -9.38 / -10.93 eV

---

2.
6 unconnected molecules or ions with the total composition C50H52ClF4N9O12S. Source: the Open Molecules 2025 dataset; level of theory: ωB97M-V with the def2-TZVPD basis set.

Each line ends with the Löwdin charge.
Geometry (Å):
C 9.4236 -2.4648 1.4787  -0.12
C 8.1252 -1.5942 1.1950  -0.26
C 7.5120 -1.8471 -0.2310  -0.23
C 6.7406 -3.2151 -0.3957  -0.21
C 5.8197 -3.6093 0.8169  -0.20
C 4.8550 -2.4682 1.3128  -0.13
C 3.4407 -2.5072 0.6433  -0.14
N 2.8579 -3.6977 0.4376  0.16
C 1.6081 -3.6174 -0.1587  -0.12
C 0.9203 -4.9143 -0.4554  -0.07
C 1.6556 -6.2514 -0.0810  -0.12
C 1.3708 -6.6966 1.4036  -0.16
F 0.1713 -7.4201 1.5590  -0.08
C -0.3830 -4.9379 -1.0692  -0.13
S -1.3125 -6.4204 -1.5323  0.81
O -0.7699 -7.6722 -1.0236  -0.29
O -2.7087 -6.3375 -1.0894  -0.31
C -1.2201 -6.5334 -3.4144  -0.56
F -0.0184 -5.9231 -3.7557  0.08
F -1.1333 -7.8045 -3.8548  0.14
F -2.1967 -5.8158 -4.0181  0.12
C -1.0580 -3.6165 -1.3767  -0.19
N -2.3813 -3.6534 -1.9922  0.05
C -0.3887 -2.3773 -1.0813  -0.10
C -1.1465 -1.0425 -1.4102  -0.61
Cl -0.2403 0.0053 -2.6037  0.59
C -1.4930 -0.2307 -0.0911  -0.25
C -2.4756 0.9721 -0.3789  -0.12
C 0.9917 -2.3346 -0.4765  -0.13
N 1.5396 -1.0766 -0.2775  0.16
C 2.7645 -1.2284 0.2703  -0.23
N 3.5061 -0.0050 0.5349  0.08
H 9.7338 -2.4061 2.5604  0.07
H 9.1958 -3.5357 1.2478  0.06
H 10.3047 -2.1176 0.8806  0.07
H 7.3637 -1.6837 2.0083  0.09
H 8.4926 -0.5252 1.1949  0.11
H 8.3861 -1.8905 -0.9478  0.11
H 6.8994 -0.9684 -0.5867  0.11
H 7.5339 -4.0148 -0.4810  0.11
H 6.1958 -3.1865 -1.3727  0.11
H 6.4706 -3.9341 1.6730  0.11
H 5.2231 -4.5106 0.5045  0.10
H 5.3327 -1.4632 1.2694  0.09
H 4.6598 -2.6715 2.4091  0.13
H 2.7627 -6.0361 -0.1134  0.11
H 1.4881 -7.0590 -0.8337  0.11
H 2.1929 -7.3555 1.8009  0.13
H 1.2794 -5.7742 2.0347  0.12
H -3.0714 -3.2904 -1.3229  0.11
H -2.3893 -3.0122 -2.7940  0.09
H -2.1421 -1.2421 -1.8888  0.09
H -0.5677 0.1433 0.4089  0.10
H -2.0078 -0.9218 0.6351  0.12
H -2.1071 1.6069 -1.2310  0.04
H -2.5802 1.6602 0.5009  0.07
H -3.5120 0.6171 -0.6230  0.08
H 3.1090 0.6889 -0.1026  0.09
H 3.3252 0.3042 1.4935  0.10
O -2.7804 4.2783 0.5819  0.08
N -2.3943 5.4210 0.4134  -0.33
O -2.6527 6.3516 1.1600  0.04
C -1.5679 5.6998 -0.7643  -0.14
C -1.2821 4.6748 -1.6561  0.01
C -0.5187 4.9470 -2.7823  -0.05
C -0.0450 6.2343 -3.0063  -0.06
C -0.3277 7.2522 -2.1026  -0.06
C -1.0928 6.9876 -0.9757  0.00
H -1.6463 3.6699 -1.4900  0.09
H -0.2943 4.1562 -3.4886  0.10
H 0.5464 6.4447 -3.8896  0.09
H 0.0460 8.2534 -2.2797  0.11
H -1.3103 7.7874 -0.2792  0.12
O -6.7783 -11.9440 1.6879  0.07
N -6.3985 -10.7983 1.5158  -0.35
O -6.6706 -9.8644 2.2495  0.07
C -5.5608 -10.5249 0.3428  -0.15
C -5.2604 -11.5568 -0.5362  -0.01
C -4.4876 -11.2899 -1.6571  -0.07
C -4.0189 -10.0018 -1.8888  -0.06
C -4.3159 -8.9770 -0.9984  -0.05
C -5.0909 -9.2369 0.1235  0.01
H -5.6208 -12.5627 -0.3642  0.12
H -4.2521 -12.0860 -2.3533  0.11
H -3.4194 -9.7954 -2.7688  0.10
H -3.9454 -7.9739 -1.1813  0.07
H -5.3198 -8.4321 0.8101  0.12
O 1.5395 5.3609 -5.7891  0.06
N 0.7131 4.6673 -6.3588  -0.34
O 0.3627 3.5635 -5.9809  0.07
C 0.1035 5.1962 -7.5826  -0.14
C 0.5042 6.4352 -8.0645  0.00
C -0.0580 6.9219 -9.2359  -0.06
C -1.0144 6.1739 -9.9117  -0.07
C -1.4164 4.9394 -9.4160  -0.06
C -0.8566 4.4450 -8.2467  0.00
H 1.2485 7.0250 -7.5453  0.12
H 0.2516 7.8843 -9.6248  0.11
H -1.4479 6.5543 -10.8297  0.11
H -2.1643 4.3608 -9.9442  0.11
H -1.1738 3.4811 -7.8700  0.12
O 0.0036 9.8188 7.8532  0.07
N 0.5639 9.6722 6.7809  -0.35
O 1.6956 10.0520 6.5363  0.07
C -0.1766 8.9969 5.7101  -0.15
C -1.4821 8.5828 5.9390  0.00
C -2.1866 7.9655 4.9160  -0.07
C -1.5852 7.7630 3.6792  -0.08
C -0.2757 8.1718 3.4630  -0.06
C 0.4350 8.7925 4.4808  0.00
H -1.9590 8.7360 6.8985  0.12
H -3.2082 7.6433 5.0800  0.11
H -2.1414 7.2842 2.8806  0.07
H 0.1905 8.0093 2.4983  0.11
H 1.4542 9.1103 4.3022  0.12
O 0.3272 3.6774 6.5398  0.08
N -0.5819 4.1880 5.9088  -0.34
O -0.4797 5.2075 5.2508  0.08
C -1.8935 3.5325 5.9469  -0.14
C -2.0641 2.3887 6.7148  0.00
C -3.3129 1.7856 6.7661  -0.07
C -4.3755 2.3239 6.0501  -0.07
C -4.1921 3.4633 5.2761  -0.06
C -2.9468 4.0733 5.2224  0.00
H -1.2425 1.9623 7.2757  0.12
H -3.4595 0.8964 7.3671  0.11
H -5.3513 1.8536 6.0964  0.11
H -5.0220 3.8781 4.7169  0.11
H -2.8142 4.9625 4.6188  0.11

* HOMO energy: -9.42 eV
* HOMO-LUMO gap: 8.2 eV
* SMILES string: CCCCCCc1nc2c(CCF)c(S(=O)(=O)C(F)(F)F)c(N)c([C@H](Cl)CC)c2nc1N.O=[N+]([O-])c1ccccc1.O=[N+]([O-])c1ccccc1.O=[N+]([O-])c1ccccc1.O=[N+]([O-])c1ccccc1.O=[N+]([O-])c1ccccc1
* LUMO energy: -1.23 eV

---

3.
C8H12O in the gas phase. Source: the Open Molecules 2025 dataset; level of theory: ωB97M-V with the def2-TZVPD basis set.

Each line ends with the natural charge from an NBO analysis.
Geometry (Å):
C -0.9096 1.4088 0.9104  -0.38
C -0.8590 -0.1697 1.2005  -0.46
C 0.1028 1.1790 -1.5626  -0.39
C 0.2268 1.6444 -0.1107  -0.22
C 2.0216 -0.3445 -0.2097  0.15
C 0.7500 0.2946 -0.5378  -0.22
C -0.1641 -0.7368 0.0413  0.07
C -0.1540 -2.0668 -0.7482  -0.63
O 2.6012 -0.1317 0.9590  -0.70
H -1.7943 1.6611 0.4018  0.20
H -0.8210 1.8528 1.9167  0.21
H -0.2184 -0.1955 2.0469  0.20
H -1.9236 -0.3885 1.3022  0.23
H -0.8094 0.9294 -2.0278  0.22
H 0.6980 1.7396 -2.4106  0.21
H 0.8429 2.3723 0.2032  0.21
H 2.6801 -1.0564 -0.7464  0.19
H 0.4981 -1.8910 -1.4884  0.21
H -1.1848 -2.3911 -1.1565  0.20
H 0.0299 -2.9658 -0.0723  0.21
H 2.4422 0.6426 1.5235  0.49

* HOMO energy (alpha / beta): -6.43 / -6.62 eV
* energy above the lowest of the compared OMol25 structures with the same formula, charge and spin: 129.7 kcal/mol
* HOMO-LUMO gap (alpha / beta): 7.2 / 7.4 eV
* LUMO energy (alpha / beta): 0.74 / 0.78 eV

---

| no. | total energy (eV) |
| --- | --- |
| 1 | -83999.060 |
| 2 | -124886.056 |
| 3 | -10532.338 |